No. 1
C24H25F9N | wB97M-V/def2-TZVPD

charge = +1
electronic energy = -51228.31947 eV
HOMO = -10.52 eV
M = 498.5 g/mol
frontier orbital gap = 6.6 eV
spin multiplicity = 1

Geometry as XYZ:
```
59
Properties=species:S:1:pos:R:3:mulliken_charge:R:1
N 4.76 1.82 -3.41 -0.249
C 3.85 1.80 -4.62 -0.521
C 2.72 3.03 -4.62 -0.918
C 1.56 2.85 -3.47 0.761
F 1.66 1.50 -2.81 -0.176
F 1.91 3.83 -2.37 -0.315
C 0.04 3.23 -3.96 0.390
F -0.03 3.98 -5.25 -0.264
F -0.52 4.19 -2.93 -0.271
C -1.01 1.97 -4.01 0.443
F -2.29 2.50 -4.61 -0.271
F -1.40 1.44 -2.66 -0.173
C -0.53 0.72 -4.96 0.693
F 0.60 1.02 -5.87 -0.218
F -0.26 -0.44 -4.03 -0.209
F -1.72 0.27 -5.79 -0.228
H 5.70 2.23 -3.70 0.433
H 4.33 2.45 -2.66 0.373
H 4.93 0.84 -3.03 0.299
H 4.55 2.00 -5.56 0.358
H 3.31 0.77 -4.81 0.286
H 3.23 4.10 -4.43 0.415
H 2.30 3.04 -5.73 0.376
C -3.26 -0.63 2.18 -0.295
C -3.35 0.53 1.42 -0.580
C -2.58 0.68 0.27 -0.266
C -1.72 -0.35 -0.12 -0.097
C -1.63 -1.52 0.64 -0.590
C -2.40 -1.66 1.79 -0.406
H -3.86 -0.74 3.08 0.374
H -4.03 1.33 1.73 0.368
H -2.64 1.59 -0.32 0.363
H -1.12 -0.24 -1.02 0.280
H -0.96 -2.32 0.33 0.407
H -2.33 -2.56 2.39 0.420
C 3.24 -1.29 1.47 -0.448
C 4.28 -1.84 0.71 -0.410
C 4.31 -1.67 -0.67 -0.650
C 3.31 -0.93 -1.30 -0.443
C 2.27 -0.38 -0.55 -0.211
C 2.24 -0.56 0.83 -0.535
H 3.22 -1.43 2.54 0.387
H 5.07 -2.41 1.21 0.375
H 5.12 -2.11 -1.25 0.377
H 3.33 -0.80 -2.38 0.832
H 1.49 0.20 -1.04 0.287
H 1.43 -0.13 1.42 0.442
C -4.70 -2.63 7.98 -0.391
C -4.79 -1.47 7.22 -0.448
C -4.01 -1.32 6.07 -0.317
C -3.15 -2.35 5.68 -0.090
C -3.07 -3.52 6.43 -0.478
C -3.83 -3.66 7.59 -0.353
H -5.30 -2.74 8.88 0.354
H -5.46 -0.67 7.53 0.355
H -4.08 -0.41 5.48 0.390
H -2.55 -2.24 4.78 0.273
H -2.40 -4.32 6.13 0.353
H -3.76 -4.56 8.18 0.358
```

***

No. 2
H24O12 | wB97M-V/def2-TZVPD

electronic energy = -24955.70508 eV
HOMO = -10.10 eV
M = 216.2 g/mol
frontier orbital gap = 9.9 eV
spin multiplicity = 1
ΔE to the lowest compared entry with this formula, charge and spin = 577.9 kJ/mol

Geometry as XYZ:
```
36
Properties=species:S:1:pos:R:3:mulliken_charge:R:1
O 0.07 3.06 -0.82 -0.533
H -0.53 3.62 -0.49 0.252
H 0.33 2.74 -0.07 0.229
O -0.33 0.63 0.64 0.006
H 0.00 -0.17 0.83 0.142
H 0.05 0.70 -0.13 0.130
O -0.13 -2.44 -1.97 -0.897
H 0.19 -2.17 -1.10 0.238
H -0.84 -1.82 -2.15 0.619
O -0.56 -2.63 0.94 -0.426
H -0.60 -3.22 0.37 0.219
H -1.35 -2.79 1.41 0.217
O -2.83 1.20 -1.24 -0.613
H -2.95 1.28 -0.23 0.241
H -3.18 1.89 -1.76 0.260
O 1.07 2.46 1.87 -0.636
H 0.67 2.66 2.64 0.291
H 0.90 1.45 1.83 0.257
O 1.60 0.57 -0.73 -0.758
H 1.92 -0.25 -0.33 0.323
H 2.37 1.26 -0.67 0.357
O 1.43 -0.68 -3.34 -0.717
H 0.93 -1.55 -3.16 0.382
H 1.48 -0.23 -2.57 0.390
O -1.65 -0.87 -2.37 -0.589
H -1.40 -0.58 -3.31 0.403
H -1.85 -0.02 -1.94 0.303
O 2.39 -1.90 0.40 -0.557
H 3.08 -2.19 -0.24 0.278
H 2.28 -2.46 1.00 0.190
O 1.21 -0.36 3.30 -0.597
H 0.71 -0.95 3.89 0.310
H 1.83 -1.08 3.00 0.285
O -2.00 1.90 2.41 -0.573
H -2.83 1.56 2.23 0.322
H -1.49 1.36 1.89 0.253
```

***

No. 3
C38H102N4O22 | wB97M-V/def2-TZVPD

electronic energy = -92051.80675 eV
HOMO = -8.57 eV
M = 967.2 g/mol
frontier orbital gap = 8.5 eV
spin multiplicity = 1
ΔE to the lowest compared entry with this formula, charge and spin = 382.8 kJ/mol

Geometry as XYZ:
```
166
Properties=species:S:1:pos:R:3:mulliken_charge:R:1
C 1.36 -8.61 2.30 -0.797
O 1.35 -7.34 2.97 -0.319
C 1.89 -7.31 4.24 -0.432
C 2.23 -5.84 4.86 -0.580
N 3.39 -5.14 4.26 -0.387
C 4.66 -5.72 4.67 -0.572
C 5.13 -5.25 6.11 -0.672
O 4.44 -6.02 7.07 -0.257
C 4.67 -5.60 8.39 -0.781
H 0.81 -8.64 1.36 0.248
H 1.00 -9.46 2.87 0.330
H 2.41 -8.89 2.20 0.344
H 2.77 -7.95 4.12 0.287
H 1.27 -7.86 4.94 0.338
H 2.37 -6.01 5.92 0.244
H 1.32 -5.25 4.79 0.338
H 3.25 -5.14 3.26 0.276
H 5.44 -5.35 3.99 0.473
H 4.64 -6.81 4.62 0.223
H 4.87 -4.20 6.17 0.326
H 6.20 -5.36 6.31 0.501
H 5.73 -5.67 8.65 0.313
H 4.21 -6.31 9.08 0.242
H 4.25 -4.61 8.57 0.313
C 8.53 0.72 -1.27 -0.747
O 9.46 0.51 -0.27 -0.301
C 8.94 0.73 1.01 -0.687
C 9.94 0.63 2.16 -0.588
N 11.04 1.59 1.94 -0.419
C 11.99 1.52 3.05 -0.577
C 13.38 1.89 2.63 -0.652
O 13.84 0.90 1.66 -0.286
C 15.27 1.04 1.54 -0.754
H 8.22 1.77 -1.38 0.298
H 7.66 0.13 -0.98 0.303
H 8.83 0.26 -2.21 0.257
H 8.09 0.05 1.15 0.461
H 8.47 1.71 1.03 0.378
H 10.34 -0.38 2.04 0.318
H 9.48 0.74 3.14 0.355
H 11.44 1.49 1.02 0.300
H 12.18 0.48 3.30 0.340
H 11.60 2.13 3.87 0.323
H 14.00 1.82 3.52 0.453
H 13.41 2.91 2.25 0.383
H 15.55 2.07 1.34 0.319
H 15.50 0.47 0.64 0.246
H 15.81 0.70 2.43 0.280
C -6.17 -1.69 -5.11 -0.768
O -6.11 -3.10 -4.92 -0.341
C -6.67 -3.85 -6.03 -0.586
C -7.13 -5.24 -5.66 -0.652
N -5.90 -5.92 -5.20 -0.271
C -6.23 -7.19 -4.58 -0.731
C -6.30 -8.25 -5.64 -0.273
O -6.53 -9.46 -4.88 -0.324
C -6.89 -10.52 -5.78 -0.726
H -5.86 -1.35 -6.10 0.313
H -5.58 -1.10 -4.41 0.254
H -7.12 -1.28 -4.76 0.295
H -5.99 -3.85 -6.89 0.325
H -7.54 -3.31 -6.41 0.458
H -7.59 -5.76 -6.49 0.315
H -8.00 -5.19 -5.01 0.324
H -5.34 -5.27 -4.68 0.297
H -7.05 -7.12 -3.87 0.323
H -5.46 -7.53 -3.88 0.369
H -5.43 -8.37 -6.28 0.307
H -7.13 -8.09 -6.34 0.244
H -7.81 -10.24 -6.31 0.319
H -7.12 -11.35 -5.11 0.250
H -6.09 -10.78 -6.47 0.280
C -4.72 10.09 3.03 -0.762
O -4.07 9.37 4.06 -0.287
C -2.70 9.77 4.14 -0.522
C -1.96 9.00 5.22 -0.808
N -1.73 7.57 4.93 -0.265
C -0.99 6.97 6.04 -0.495
C -0.93 5.49 5.77 -0.464
O -0.30 4.86 6.84 -0.316
C 0.01 3.48 6.69 -0.724
H -4.23 10.10 2.05 0.320
H -4.75 11.13 3.33 0.314
H -5.72 9.69 2.87 0.244
H -2.60 10.83 4.39 0.377
H -2.09 9.53 3.27 0.293
H -2.44 9.20 6.18 0.431
H -1.00 9.51 5.26 0.419
H -2.68 7.21 4.91 0.228
H -1.49 7.14 7.00 0.296
H 0.07 7.23 6.07 0.252
H -0.41 5.23 4.84 0.347
H -1.94 5.08 5.73 0.285
H 0.39 3.06 7.62 0.236
H 0.77 3.49 5.91 0.320
H -0.85 2.84 6.51 0.283
C -0.61 0.47 -0.03 -0.377
C -1.38 -0.69 0.58 -0.404
O -2.64 -0.81 -0.02 -0.511
O -0.08 0.22 -1.31 -0.510
H 0.21 0.56 0.69 0.264
H -1.22 1.37 -0.10 0.332
H -1.54 -0.46 1.64 0.312
H -0.78 -1.60 0.50 0.270
H -2.47 -0.77 -0.96 0.316
H 0.22 1.03 -1.72 0.307
C -3.21 9.02 -4.89 -0.616
C -2.13 10.09 -4.97 -0.187
O -1.79 10.48 -3.67 -0.497
O -2.73 7.73 -4.65 -0.502
H -3.83 8.97 -5.79 0.330
H -3.95 9.20 -4.11 0.360
H -2.49 10.98 -5.48 0.291
H -1.28 9.76 -5.57 0.213
H -1.77 9.71 -3.10 0.286
H -2.68 7.63 -3.69 0.322
C 2.27 6.59 -2.26 -0.584
C 1.80 6.71 -0.74 -0.248
O 0.42 7.07 -0.64 -0.497
O 1.75 5.53 -3.07 -0.510
H 3.34 6.38 -2.27 0.308
H 2.21 7.48 -2.89 0.355
H 2.40 7.43 -0.19 0.320
H 2.07 5.76 -0.28 0.268
H 0.22 7.17 0.30 0.283
H 0.90 5.85 -3.40 0.304
C -6.16 4.47 2.12 -0.395
C -7.44 4.22 1.26 -0.321
O -7.61 5.26 0.25 -0.536
O -6.47 5.53 3.02 -0.524
H -5.34 4.71 1.43 0.256
H -5.84 3.57 2.65 0.340
H -8.37 4.29 1.84 0.283
H -7.34 3.25 0.78 0.285
H -8.53 5.35 -0.02 0.306
H -6.60 6.30 2.47 0.305
C 0.67 -6.99 -5.32 -0.437
C 1.22 -5.98 -4.26 -0.220
O 1.71 -4.81 -5.03 -0.519
O 1.75 -7.63 -6.00 -0.526
H 0.02 -6.56 -6.09 0.269
H 0.14 -7.79 -4.80 0.313
H 2.00 -6.37 -3.61 0.238
H 0.34 -5.67 -3.69 0.293
H 1.61 -4.03 -4.48 0.292
H 2.00 -8.47 -5.62 0.298
C -0.56 2.14 -9.61 -0.417
C -0.31 0.86 -8.70 -0.396
O 0.51 -0.10 -9.36 -0.510
O -1.59 2.01 -10.61 -0.515
H 0.38 2.47 -10.05 0.275
H -0.99 2.97 -9.06 0.296
H -1.31 0.49 -8.50 0.299
H 0.10 1.10 -7.72 0.355
H 0.72 -0.79 -8.73 0.302
H -1.40 1.17 -11.02 0.311
C -7.14 -5.56 3.57 -0.475
C -5.90 -6.20 4.22 -0.372
O -5.62 -5.50 5.37 -0.514
O -8.27 -5.79 4.39 -0.528
H -7.33 -5.82 2.52 0.405
H -6.91 -4.49 3.54 0.304
H -5.04 -6.18 3.56 0.305
H -6.09 -7.26 4.43 0.241
H -6.46 -5.30 5.78 0.331
H -8.97 -5.29 3.97 0.304
```